1.
Density functional theory data (ωB97M-V with the def2-TZVPD basis set) for a structure of composition C8H21O6PSiYb at a distorted geometry.

```
! wB97M-V def2-TZVPD RIJCOSX def2/J DEFGRID3
* xyz 2 1
C 0.81 -5.12 -3.57
C 0.82 -3.47 -3.83
O -0.01 -2.85 -2.78
C -1.05 -1.98 -3.33
C -1.97 -1.45 -2.04
O -1.66 -0.01 -1.89
C -1.50 0.38 -0.48
O -0.63 1.60 -0.42
P 0.94 1.08 0.25
O 1.33 -0.22 -0.62
O 2.22 2.24 -0.05
O 0.83 0.53 1.90
Si 0.57 1.85 3.03
C 2.10 2.14 4.19
C -0.95 1.30 4.15
C 0.06 3.53 2.23
H 1.90 -5.48 -3.34
H 0.39 -5.58 -4.56
H 0.11 -5.36 -2.66
H 0.50 -3.21 -4.93
H 1.96 -3.15 -3.70
H -0.62 -1.02 -3.87
H -1.72 -2.53 -4.15
H -3.09 -1.69 -2.30
H -1.67 -2.11 -1.13
H -1.12 -0.49 0.22
H -2.60 0.65 -0.09
H 1.93 3.18 0.17
H 2.09 1.26 4.98
H 2.03 3.20 4.69
H 3.12 2.07 3.58
H -1.88 1.27 3.40
H -0.72 0.22 4.54
H -1.17 2.08 5.00
H 1.02 4.13 1.91
H -0.76 3.46 1.40
H -0.43 4.18 3.11
Yb -1.21 5.37 1.00
*
```

The HOMO-LUMO gap is 1.910 eV. Its HOMO energy is -12.6 eV. Its relative energy (zero: lowest compared OMol25 entry of this formula, charge and spin) is 149.55 kcal/mol. The calculation puts the lowest unoccupied orbital energy at -10.70 eV. The calculation puts the strongest force on any atom at 9.62 eV/Å.



2.
Density functional theory data (ωB97M-V with the def2-TZVPD basis set) for a cluster of 7 separate species, C14H42O7 in total at a distorted geometry.

```
! wB97M-V def2-TZVPD RIJCOSX def2/J DEFGRID3
* xyz 1 2
C 15.39 -15.69 11.55
C 16.71 -15.72 12.25
O 16.37 -16.62 13.30
H 15.54 -15.15 10.62
H 14.62 -15.31 12.23
H 15.10 -16.69 11.25
H 17.10 -14.75 12.56
H 17.39 -16.19 11.53
H 16.44 -17.54 13.04
C 16.96 -11.08 9.67
C 15.51 -10.73 9.78
O 15.15 -10.41 8.47
H 17.07 -11.96 9.02
H 17.41 -11.16 10.66
H 17.47 -10.27 9.16
H 15.40 -9.85 10.41
H 15.00 -11.65 10.07
H 14.84 -11.24 8.12
C 19.83 -12.95 12.76
C 20.93 -12.15 12.09
O 21.84 -12.95 11.42
H 18.92 -12.34 12.73
H 20.12 -13.21 13.77
H 19.60 -13.90 12.28
H 21.44 -11.77 12.97
H 20.47 -11.35 11.51
H 22.70 -12.52 11.46
C 23.39 -10.33 7.47
C 23.23 -10.84 8.86
O 24.32 -10.47 9.70
H 24.22 -10.74 6.89
H 23.47 -9.24 7.47
H 22.47 -10.56 6.94
H 22.98 -11.88 8.70
H 22.37 -10.37 9.34
H 24.58 -9.56 9.51
C 19.62 -17.23 14.07
C 19.01 -18.67 13.79
O 18.51 -18.83 12.45
H 18.97 -16.66 14.74
H 19.84 -16.72 13.13
H 20.61 -17.38 14.50
H 18.13 -18.74 14.43
H 19.65 -19.53 13.96
H 19.25 -18.99 11.85
C 20.14 -6.94 9.07
C 19.80 -7.92 10.18
O 20.28 -7.39 11.41
H 20.07 -7.49 8.13
H 21.16 -6.55 9.06
H 19.52 -6.05 9.09
H 20.36 -8.85 10.05
H 18.77 -8.14 10.44
H 20.01 -8.05 12.04
C 22.66 -9.38 13.52
C 22.48 -10.13 14.88
O 21.12 -9.93 15.18
H 21.84 -9.33 12.80
H 23.54 -9.72 12.98
H 22.78 -8.30 13.66
H 23.21 -9.72 15.58
H 22.62 -11.20 14.73
H 21.07 -9.79 16.12
*
```

The HOMO-LUMO gap (spin up / spin down) is 8.525 / 1.970 eV. Its HOMO energy (spin up / spin down) is -11.7 / -11.7 eV. Its relative energy (zero: lowest compared OMol25 entry of this formula, charge and spin) is 67.42 kcal/mol. Its expectation value of S² is 0.754. The calculation puts the lowest unoccupied orbital energy (spin up / spin down) at -3.16 / -9.71 eV. The calculation puts the strongest force on any atom at 3.09 eV/Å.



3.
Density functional theory data (ωB97M-V with the def2-TZVPD basis set) for a structure of composition C24H23Cl4N5O3PRe at a distorted geometry.

```
! wB97M-V def2-TZVPD RIJCOSX def2/J DEFGRID3
* xyz 3 4
Re -0.11 -0.40 -1.19
Cl 3.92 5.03 -3.19
C 3.01 3.61 -3.06
C 2.21 3.21 -4.16
C 1.47 2.06 -4.10
C 1.47 1.29 -2.92
O 0.75 0.19 -2.90
C 2.31 1.68 -1.82
C 2.61 0.72 -0.80
N 1.84 -0.29 -0.52
C 2.34 -1.51 0.06
C 3.50 -1.68 0.77
C 3.91 -2.99 1.13
C 3.18 -4.08 0.74
C 1.99 -3.92 0.00
C 1.19 -4.99 -0.48
C 0.05 -4.73 -1.19
C -0.33 -3.41 -1.42
N 0.40 -2.38 -0.98
C 1.57 -2.62 -0.30
C 3.09 2.84 -1.93
H 2.20 3.83 -5.04
H 0.86 1.73 -4.93
H 3.59 0.77 -0.35
H 4.12 -0.84 1.06
H 4.82 -3.11 1.69
H 3.52 -5.08 0.99
H 1.49 -6.01 -0.28
H -0.57 -5.53 -1.58
H -1.25 -3.16 -1.95
H 3.76 3.12 -1.13
C -2.43 0.05 3.79
N -3.20 0.66 2.58
C -2.92 2.18 2.55
N -1.52 2.43 2.50
C -0.85 1.82 3.66
N -1.05 0.37 3.70
C -0.35 -0.33 2.62
P -1.00 0.23 1.00
C -2.80 -0.01 1.29
C -0.90 2.07 1.22
H -2.62 -1.02 3.78
H -2.88 0.50 4.68
H -4.20 0.51 2.73
H -3.36 2.58 3.46
H -3.44 2.58 1.67
H -1.25 2.26 4.57
H 0.22 2.04 3.61
H -0.48 -1.41 2.72
H 0.72 -0.13 2.67
H -3.04 -1.07 1.37
H -3.40 0.41 0.48
H -1.41 2.56 0.39
H 0.14 2.38 1.22
Cl -3.53 2.64 -3.12
C -3.50 0.91 -2.94
Cl -4.84 0.36 -1.93
Cl -3.49 0.10 -4.49
C -2.23 0.48 -2.22
O -1.98 -0.77 -2.00
O -1.35 1.28 -1.80
*
```

The HOMO-LUMO gap (spin up / spin down) is 6.882 / 5.533 eV. Its HOMO energy (spin up / spin down) is -16.1 / -16.2 eV. Its relative energy (zero: lowest compared OMol25 entry of this formula, charge and spin) is 3.30 kcal/mol. Its expectation value of S² is 3.786. The calculation puts the lowest unoccupied orbital energy (spin up / spin down) at -9.23 / -10.68 eV. The calculation puts the strongest force on any atom at 1.57 eV/Å.



4.
Density functional theory data (ωB97M-V with the def2-TZVPD basis set) for the molecule C4H5NO3 at a distorted geometry.

```
! wB97M-V def2-TZVPD RIJCOSX def2/J DEFGRID3
* xyz 0 1
O -1.90 1.96 -1.51
C -0.86 1.45 -1.02
O 0.39 1.09 -1.45
C -1.19 1.00 0.51
C -0.70 0.02 1.15
C 0.31 -0.96 0.71
N 0.90 -1.05 -0.35
O 2.06 -1.88 -0.31
H 0.67 0.18 -1.21
H -2.13 1.51 0.96
H -0.88 -0.07 2.24
H 0.59 -1.67 1.34
H 2.74 -1.59 -1.06
*
```

The HOMO-LUMO gap is 9.637 eV. The SMILES is O=C(O)/C=C\C=N\O. Its HOMO energy is -9.9 eV. Its relative energy (zero: lowest compared OMol25 entry of this formula, charge and spin) is 104.81 kcal/mol. The calculation puts the lowest unoccupied orbital energy at -0.31 eV. The calculation puts the strongest force on any atom at 5.83 eV/Å.



5.
Density functional theory data (ωB97M-V with the def2-TZVPD basis set) for a structure of composition C2H10N4 at a distorted geometry.

```
! wB97M-V def2-TZVPD RIJCOSX def2/J DEFGRID3
* xyz 0 1
C -1.95 -0.59 -0.58
N -1.33 -0.62 0.73
H -1.96 -1.09 1.38
H -0.09 -0.89 0.72
H -2.92 -0.07 -0.59
H -1.29 -0.07 -1.28
H -2.10 -1.60 -0.99
N 2.01 -0.58 -0.46
N 0.86 1.80 -0.13
C 0.87 0.89 0.86
N 1.30 -0.36 0.73
H 2.99 -0.34 -0.34
H 1.97 -1.57 -0.69
H 1.13 1.43 -1.03
H 0.11 2.47 -0.14
H 0.39 1.18 1.80
*
```

The HOMO-LUMO gap is 8.697 eV. Its HOMO energy is -7.7 eV. Its relative energy (zero: lowest compared OMol25 entry of this formula, charge and spin) is 65.48 kcal/mol. The calculation puts the lowest unoccupied orbital energy at 0.95 eV. The calculation puts the strongest force on any atom at 4.37 eV/Å.



6.
Density functional theory data (ωB97M-V with the def2-TZVPD basis set) for a structure of composition C24H34BrClF6IN2O6PS at a distorted geometry.

```
! wB97M-V def2-TZVPD RIJCOSX def2/J DEFGRID3
* xyz 0 1
C 5.86 0.06 2.75
C 6.12 -0.18 1.22
C 4.78 -0.53 0.52
C 3.74 0.61 0.71
C 2.64 0.46 -0.40
C 1.19 0.73 0.11
C -0.02 0.10 -0.66
C 0.27 0.09 -2.20
F -0.86 0.15 -2.95
F 0.82 1.30 -2.49
C 1.19 -1.00 -2.83
F 0.60 -1.57 -3.90
F 2.29 -0.39 -3.34
O -0.98 1.21 -0.72
C -1.95 1.39 0.33
N -3.21 1.43 -0.36
C -4.38 2.11 0.19
C -4.59 3.65 0.20
O -5.30 1.50 0.54
C -3.28 1.52 -1.81
C -2.68 2.61 -2.72
O -3.97 0.75 -2.36
N -1.34 2.55 1.00
C -2.00 3.17 2.08
O -1.61 4.19 2.45
F -3.02 2.65 2.74
C -0.96 3.63 0.14
O -1.65 4.26 -0.51
F 0.31 4.04 0.21
C -1.76 -0.05 1.02
S -1.06 0.18 2.75
P -3.47 -0.79 1.60
O -4.02 0.16 2.83
Br -3.11 -2.78 2.62
C -0.91 -1.00 0.06
C -0.26 -2.18 0.86
C 1.28 -2.40 0.86
C 1.55 -3.95 0.97
Cl 2.01 -1.75 2.40
C -1.99 -1.77 -0.80
C -1.64 -2.54 -2.08
C -0.51 -3.60 -2.08
I -3.45 -3.78 -2.45
H 5.85 1.15 2.94
H 6.66 -0.41 3.33
H 4.87 -0.31 3.02
H 6.47 0.75 0.75
H 6.85 -0.98 1.06
H 4.95 -0.59 -0.57
H 4.38 -1.51 0.82
H 4.27 1.57 0.58
H 3.29 0.63 1.71
H 2.88 1.26 -1.12
H 2.84 -0.48 -0.92
H 1.19 0.53 1.18
H 1.05 1.82 0.02
H 1.57 -1.80 -2.18
H -4.23 4.12 1.12
H -4.18 4.11 -0.71
H -5.67 3.85 0.15
H -1.60 2.73 -2.54
H -3.14 3.59 -2.52
H -2.81 2.39 -3.78
H -0.12 1.16 2.69
H -3.99 -0.32 3.68
H -0.51 -2.19 1.93
H -0.67 -3.15 0.55
H 1.82 -2.08 -0.04
H 2.62 -4.07 0.77
H 0.97 -4.52 0.25
H 1.29 -4.24 2.00
H -2.76 -1.03 -1.07
H -2.55 -2.49 -0.19
H -1.62 -2.01 -3.03
H -0.84 -4.58 -1.72
H 0.40 -3.35 -1.52
H -0.21 -3.77 -3.13
*
```

The HOMO-LUMO gap is 8.972 eV. Its HOMO energy is -8.9 eV. The calculation puts the lowest unoccupied orbital energy at 0.06 eV. The calculation puts the strongest force on any atom at 4.76 eV/Å.



Q: Among the records above, which one has the highest strongest force on any atom?
A: C8H21O6PSiYb



Repeat the first record exactly.
Density functional theory data (ωB97M-V with the def2-TZVPD basis set) for a structure of composition C8H21O6PSiYb at a distorted geometry.

```
! wB97M-V def2-TZVPD RIJCOSX def2/J DEFGRID3
* xyz 2 1
C 0.81 -5.12 -3.57
C 0.82 -3.47 -3.83
O -0.01 -2.85 -2.78
C -1.05 -1.98 -3.33
C -1.97 -1.45 -2.04
O -1.66 -0.01 -1.89
C -1.50 0.38 -0.48
O -0.63 1.60 -0.42
P 0.94 1.08 0.25
O 1.33 -0.22 -0.62
O 2.22 2.24 -0.05
O 0.83 0.53 1.90
Si 0.57 1.85 3.03
C 2.10 2.14 4.19
C -0.95 1.30 4.15
C 0.06 3.53 2.23
H 1.90 -5.48 -3.34
H 0.39 -5.58 -4.56
H 0.11 -5.36 -2.66
H 0.50 -3.21 -4.93
H 1.96 -3.15 -3.70
H -0.62 -1.02 -3.87
H -1.72 -2.53 -4.15
H -3.09 -1.69 -2.30
H -1.67 -2.11 -1.13
H -1.12 -0.49 0.22
H -2.60 0.65 -0.09
H 1.93 3.18 0.17
H 2.09 1.26 4.98
H 2.03 3.20 4.69
H 3.12 2.07 3.58
H -1.88 1.27 3.40
H -0.72 0.22 4.54
H -1.17 2.08 5.00
H 1.02 4.13 1.91
H -0.76 3.46 1.40
H -0.43 4.18 3.11
Yb -1.21 5.37 1.00
*
```

The HOMO-LUMO gap is 1.910 eV. Its HOMO energy is -12.6 eV. Its relative energy (zero: lowest compared OMol25 entry of this formula, charge and spin) is 149.55 kcal/mol. The calculation puts the lowest unoccupied orbital energy at -10.70 eV. The calculation puts the strongest force on any atom at 9.62 eV/Å.